(1)
Molecular formula: C31H82ClFNO19Y
Method: DFT, the ωB97M-V functional and the def2-TZVPD basis

HOMO-LUMO gap ... 6.2 eV
Energy ... -3313.03271 Eh
F_max ... 3.61 eV/Å
HOMO level ... -6.33 eV
Charge ... 0
LUMO energy ... -0.11 eV

Geometry (Å):
C -8.792 -22.280 27.350
H -7.878 -18.123 25.007
H -14.509 -21.754 24.740
O -12.444 -21.900 19.944
H -8.116 -24.273 27.048
H -10.292 -24.759 26.653
H -5.965 -20.414 25.292
C -14.050 -20.085 25.475
H -7.776 -21.890 27.290
Cl -12.645 -24.224 24.096
H -7.052 -20.984 22.815
H -7.382 -27.708 26.260
H -13.018 -20.911 22.454
Y -11.492 -22.158 25.441
H -13.507 -25.355 27.906
H -14.362 -24.378 31.576
H -6.930 -21.920 20.241
O -14.708 -21.083 21.589
C -12.468 -22.471 30.173
H -9.876 -27.905 23.776
H -5.686 -15.128 19.340
H -14.066 -19.457 24.584
H -12.946 -23.322 21.350
H -9.318 -18.830 24.791
H -10.471 -24.889 22.055
H -7.490 -25.552 24.400
H -15.278 -23.053 32.260
O -12.201 -20.592 22.844
H -16.178 -23.923 30.130
O -8.767 -18.780 26.778
C -6.100 -16.863 20.268
C -14.744 -22.147 20.635
H -9.894 -20.848 18.122
H -10.434 -20.325 20.862
F -9.832 -21.882 23.900
H -6.751 -23.301 18.100
O -10.321 -23.034 21.437
H -10.834 -23.594 31.333
O -13.686 -21.367 25.049
C -9.664 -16.869 25.663
H -15.115 -25.643 28.535
O -6.979 -26.082 25.016
H -9.941 -24.769 20.391
C -6.184 -20.395 23.110
C -11.741 -19.382 22.268
O -12.462 -22.647 27.674
H -8.195 -23.320 25.632
N -13.276 -22.626 28.887
C -7.862 -27.149 25.457
H -15.509 -22.872 20.911
H -8.198 -25.602 21.736
H -8.578 -22.828 18.936
C -8.415 -24.543 21.871
H -11.261 -20.810 31.110
H -8.753 -26.736 25.930
H -11.636 -18.595 23.015
H -12.579 -19.166 21.605
H -10.351 -18.563 20.918
H -13.135 -19.923 27.374
H -9.651 -16.475 26.679
O -11.013 -17.120 25.450
C -9.033 -21.157 17.530
O -9.009 -27.642 23.457
C -10.417 -19.463 21.529
H -5.668 -17.250 19.346
H -5.508 -20.406 22.255
H -6.768 -20.369 19.366
H -12.839 -22.636 32.340
C -8.758 -23.557 26.535
C -9.808 -24.342 21.385
C -7.407 -17.636 20.609
H -5.414 -16.755 21.109
H -8.507 -17.866 22.225
H -10.779 -21.224 29.421
C -14.633 -23.333 31.427
H -14.866 -23.272 26.625
O -9.733 -21.348 26.848
H -10.189 -22.629 22.297
C -14.230 -25.017 28.649
C -7.451 -21.173 19.641
H -7.201 -28.580 23.853
H -8.717 -23.252 23.247
O -4.202 -20.233 24.321
C -14.487 -23.477 28.752
C -11.491 -23.670 30.466
H -11.635 -22.065 20.433
H -8.130 -17.542 19.799
H -7.757 -23.991 21.199
H -15.599 -20.727 21.616
H -8.177 -20.699 20.301
C -12.963 -19.429 26.418
H -13.832 -25.416 29.582
C -13.390 -22.833 20.483
H -8.454 -20.345 17.090
O -7.920 -17.180 21.899
H -11.983 -24.641 30.413
H -9.358 -20.469 26.941
H -6.342 -22.786 24.807
H -15.894 -22.263 29.959
C -8.064 -21.984 18.476
O -6.411 -15.558 19.800
H -9.392 -16.095 24.945
H -6.576 -19.391 23.275
O -8.263 -24.095 23.187
H -13.373 -23.581 19.690
H -12.227 -20.359 29.754
O -10.102 -23.928 26.210
H -13.059 -18.344 26.455
H -9.448 -21.719 16.694
H -7.902 -18.516 27.099
C -13.397 -22.389 31.437
C -5.483 -20.802 24.395
H -10.843 -23.621 29.591
H -7.182 -18.697 20.713
H -11.104 -19.036 26.017
O -9.209 -19.572 22.323
C -11.599 -21.164 30.136
H -15.131 -21.613 19.767
C -8.854 -18.136 25.492
O -7.043 -22.475 17.708
H -9.313 -20.342 22.887
H -16.277 -23.763 27.568
H -13.713 -21.371 31.665
O -11.690 -19.788 25.909
C -15.360 -23.205 30.082
C -15.403 -23.111 27.560
H -8.590 -29.092 24.673
H -4.631 -22.628 25.181
H -15.813 -22.103 27.617
H -15.019 -19.920 25.947
H -11.457 -16.281 25.591
H -5.025 -22.583 23.555
H -3.875 -19.990 25.190
C -8.092 -28.182 24.338
H -9.166 -22.524 28.344
C -5.424 -22.274 24.521



(2)
Molecular formula: C31H84F15N6O9P2S
Method: DFT, the ωB97M-V functional and the def2-TZVPD basis

HOMO-LUMO gap ... 10.3 eV
Energy ... -4815.59698 Eh
F_max ... 4.00 eV/Å
HOMO level ... -15.11 eV
Charge ... +3
LUMO energy ... -4.76 eV

Geometry (Å):
C 12.443 16.918 14.250
F 15.186 10.744 12.056
C 13.230 7.812 9.556
H 10.589 18.796 13.473
N 16.393 12.965 9.045
C 15.105 12.296 8.652
C 11.366 8.953 12.653
O 16.283 13.183 6.091
H 11.088 11.329 17.646
H 21.302 18.153 22.949
H 8.566 12.287 18.096
O 16.861 6.664 17.613
H 11.467 10.030 12.524
H 11.759 16.105 16.431
H 17.495 11.254 9.531
C 16.693 14.319 8.249
O 16.116 16.688 19.219
H 9.209 13.816 17.419
H 15.771 18.925 22.529
H 13.642 9.992 10.655
H 18.390 12.601 8.802
H 18.816 8.247 16.758
H 16.577 19.232 21.023
F 14.825 9.070 13.654
C 18.317 18.495 23.120
P 16.080 9.556 12.787
H 8.742 13.825 19.106
C 12.660 10.037 10.107
H 16.668 11.146 16.573
C 11.004 16.903 16.408
H 15.763 14.896 8.198
H 16.102 12.362 11.071
F 17.094 8.435 13.425
F 12.075 12.050 14.285
H 16.522 9.213 19.604
C 10.805 8.404 9.617
H 15.631 17.831 21.123
H 10.271 14.745 19.963
N 11.064 17.214 14.804
H 19.208 9.912 17.152
H 15.518 6.967 16.018
P 10.807 12.763 13.510
H 17.584 18.662 23.886
H 10.443 7.397 9.456
H 14.221 12.930 8.855
H 18.180 13.701 6.854
F 14.453 14.549 16.563
H 10.623 8.930 18.977
O 14.891 14.681 19.510
F 16.472 14.491 17.065
C 10.770 18.603 14.501
H 15.359 8.646 17.723
F 9.500 13.381 12.830
H 17.524 13.523 10.826
O 10.973 9.741 19.307
H 15.853 14.051 10.858
F 10.330 13.288 15.005
C 11.495 12.334 17.856
H 16.427 15.859 22.129
H 8.990 10.533 19.032
H 17.065 15.043 6.351
H 16.112 13.477 5.233
H 13.157 7.930 8.496
H 16.437 5.808 17.720
O 12.466 18.703 16.916
C 16.473 13.252 10.552
H 13.110 6.725 9.707
H 18.161 9.679 15.766
C 17.161 14.088 6.809
H 18.577 19.383 22.522
O 20.506 17.751 22.674
O 13.808 16.642 18.517
N 10.532 12.893 18.895
H 9.946 16.548 16.564
F 11.328 12.221 12.115
C 16.425 7.353 16.492
C 12.274 8.218 11.670
H 10.811 8.916 8.660
H 19.429 16.974 24.194
H 18.747 18.251 20.399
H 9.416 9.318 12.765
H 11.960 14.073 19.932
C 18.478 17.321 20.880
H 17.210 7.368 15.757
H 18.090 15.650 22.727
H 9.645 12.344 20.744
H 12.494 17.025 13.143
C 17.219 16.340 22.718
H 13.170 18.446 17.503
H 16.056 11.081 18.303
H 14.971 11.351 9.166
H 11.495 19.274 14.916
H 10.552 18.886 17.182
H 15.745 9.352 16.099
S 15.034 15.918 18.772
H 11.289 11.891 20.619
H 14.201 8.065 9.996
N 17.579 17.666 22.107
C 9.992 16.355 14.097
C 9.153 13.173 18.313
H 18.224 9.718 19.507
H 12.676 15.886 14.479
H 17.401 14.857 8.838
F 9.968 11.394 13.794
H 10.352 16.123 13.062
C 15.461 15.295 17.060
H 12.707 10.235 9.022
H 12.460 12.161 18.333
F 15.644 8.543 11.644
H 17.417 11.620 7.747
H 10.043 8.926 10.190
H 16.815 16.590 23.751
C 11.295 18.102 17.325
O 9.981 8.568 12.503
C 17.534 9.007 19.073
H 9.765 15.347 14.472
C 19.563 17.969 23.715
H 17.878 16.593 20.335
F 17.309 10.117 11.899
C 16.050 8.766 16.947
H 19.954 18.664 24.485
F 15.707 16.276 16.201
H 17.721 11.511 17.991
C 10.389 11.924 20.076
H 13.211 17.526 14.744
H 15.225 12.102 7.605
N 12.169 8.626 10.221
H 11.375 17.825 18.383
H 11.959 10.792 10.532
H 17.761 7.972 19.054
C 16.290 18.477 21.673
H 11.491 12.960 17.049
C 9.825 10.575 19.788
C 16.907 10.932 17.602
H 9.097 16.911 13.927
H 12.044 7.153 11.683
H 13.320 8.419 12.027
H 11.206 14.717 18.420
F 11.644 14.117 13.307
N 17.246 9.469 17.616
C 11.064 14.196 19.343
F 16.482 10.577 14.001
H 9.877 18.759 15.029
H 9.405 10.227 20.737
H 11.744 8.566 13.601
C 17.528 11.995 8.729
C 18.469 9.283 16.708
H 19.367 16.877 21.291